C48H123N9O15 | ωB97M-V/def2-TZVPD

Its structure (SMILES) is COC[C@H](C)N.COC[C@H](C)N.COC[C@H](C)N.COCCNCCOC.COCCNCCOC.COCCNCCOC.COCCNCCOC.COCCNCCOC.COCCNCCOC. The calculation puts the calculated total energy at -3523.6521 Eh. The HOMO energy is -8.2 eV. As for the molar mass: 1066.56 g mol⁻¹. For the relative energy (zero: lowest compared OMol25 entry of this formula, charge and spin), the calculation gives 33.26 kcal per mole.

Geometry (Å):
O -0.0964 -5.6840 -2.6881
O 0.6214 1.8622 -5.3881
O -2.0819 -2.3300 5.2602
O -3.8255 -0.5649 9.0992
O 3.3611 2.0212 2.0050
O 6.5014 8.4783 -4.0569
O 2.1737 5.2984 -2.2158
O 8.1677 -0.9281 -5.1534
O 1.7624 -0.3825 -1.6346
O -3.4015 0.6411 -3.8190
O 0.2657 -4.6079 2.0222
O -4.7759 -2.9467 -1.4526
O -5.3934 -8.5896 -2.9420
O -5.6990 3.5428 6.1351
O -2.2660 2.6360 2.4868
N -1.7708 2.9410 -4.3706
N -2.4395 -7.4007 -2.9598
N -1.0244 1.1083 5.7450
N -0.3836 1.0933 -0.2488
N -2.8902 -3.7816 0.4348
N 4.5108 -1.2903 -5.7626
N -3.6940 1.8192 7.7477
N 4.2699 7.3186 -2.7719
N 4.7353 0.5001 0.1535
C -4.7364 0.6198 -4.2473
C 6.5356 8.3513 -2.6568
C -6.0190 3.9192 4.8127
C -5.7520 -2.1862 -2.1310
C -3.6479 -1.9163 9.3997
C 2.3002 -1.3505 -2.5029
C -0.7891 -0.3468 5.7926
C -1.0628 -7.8387 -3.0325
C -3.1562 1.6041 -2.8265
C -4.7215 -7.7256 -3.8348
C -3.3319 -2.8209 4.8308
C 1.9835 4.8524 -0.8974
C -4.6215 -0.4111 7.9455
C 7.6513 9.0456 -4.6066
C 5.6296 0.2991 -4.2535
C 1.1208 -4.0272 2.9769
C 4.8298 -1.4634 1.6831
C 0.6289 3.1257 -4.7707
C -1.4233 1.6713 1.8830
C 3.4500 5.0082 -2.7156
C -1.8925 -0.9662 4.9219
C 2.3798 2.5312 2.8946
C 0.4896 0.0698 0.3272
C -2.4935 -3.2143 -0.8469
C -0.8173 -0.8171 7.2341
C -0.8687 -3.8035 1.7709
C 3.9258 0.7989 2.4079
C 8.6014 0.0175 -6.1046
C 1.3588 0.8925 -4.6679
C -4.9301 1.0416 7.6713
C -0.7372 2.1744 0.6364
C -6.7498 -8.7631 -3.2013
C 5.1366 8.3300 -2.1116
C -3.9061 3.2576 7.7634
C 0.8362 -0.9185 -0.7276
C 0.7034 -4.8294 -1.9153
C -3.2658 -8.1347 -3.9328
C -1.9369 -4.6524 1.0877
C -1.5860 3.5005 3.3660
C 6.9187 -1.5101 -5.4333
C -0.0897 -6.9922 -2.2167
C -2.8889 2.9930 -3.4427
C -3.5330 -2.2821 -1.3790
C 5.7531 -0.5362 -5.5011
C 4.5275 5.9616 -2.2885
C 4.0749 -0.2173 1.2922
C -0.4856 3.2513 -3.7377
C -4.3470 3.7786 6.4161
H 9.5973 0.3425 -5.8117
H -5.7753 4.9741 4.6529
H 3.0860 -0.4905 0.9057
H 2.7468 -2.1454 -1.8866
H 0.8956 -7.4493 -2.4075
H -3.2348 -2.0466 -2.4143
H -4.6035 3.5342 8.5692
H 2.5376 5.4880 -0.1914
H 3.1042 -0.8581 -3.0436
H -1.7820 -0.5605 7.6766
H 4.6178 5.9445 -1.1958
H -0.5348 4.2865 -3.3944
H -1.5360 -2.7315 -0.6481
H -4.1523 -2.3887 5.4130
H 7.9610 9.9537 -4.0757
H 3.3985 5.0345 -3.8110
H -0.6184 -2.8728 1.2459
H -0.6081 -1.8793 7.3570
H -0.7698 2.9578 3.8565
H -3.8220 3.2938 -3.9309
H 8.5252 8.3806 -4.6720
H 7.9684 0.9105 -6.1109
H -1.5287 -0.9166 3.8869
H 1.5038 1.8654 2.9232
H -6.7294 -2.5124 -1.7846
H -3.2236 -9.2182 -3.7616
H 6.7226 -2.2739 -4.6818
H 5.0956 -2.0494 0.8072
H -0.5726 1.5684 6.5240
H 0.8962 -3.9152 -2.4781
H -2.2585 1.3359 -2.2620
H 7.0756 7.4331 -2.3622
H -5.6349 -2.3378 -3.2096
H -3.4411 -2.0352 10.4625
H 1.5947 3.3389 -4.2968
H -0.7093 1.2496 2.5991
H -4.4513 -2.6616 9.2600
H -3.7257 3.2576 5.6669
H 0.4327 3.9024 -5.5131
H -6.8907 -9.3887 -4.1019
H 1.6661 -5.2668 -1.6288
H -5.4718 3.2984 4.0914
H -2.9655 3.7773 7.9619
H 2.3014 1.3216 -4.3132
H 7.1666 9.1072 -2.1654
H 1.1775 -1.8949 -0.3306
H -5.6303 1.4011 8.4419
H 4.3508 1.4438 0.1732
H -3.3612 -3.9003 4.9869
H 3.7390 3.9693 -2.4917
H 0.1116 2.8562 0.8278
H -7.2518 -7.8211 -3.4587
H -0.2973 -7.1453 -1.1468
H -5.2189 1.6015 -4.2870
H -2.2609 3.8727 4.1307
H -3.4538 -2.6700 3.7517
H -4.0917 -0.8940 7.1083
H 3.8025 -0.6313 -6.0739
H -3.0689 1.5050 8.4737
H 1.5120 0.0450 -5.3325
H -0.3212 2.5525 -2.8976
H -4.1032 4.8422 6.2614
H 4.2283 -2.0565 2.3780
H 2.7687 2.5955 3.9119
H -5.5652 -0.9691 8.0217
H -2.8369 -0.4215 5.0343
H -2.1336 0.8994 1.5740
H 8.6287 -0.4395 -7.1012
H 4.9671 0.9875 2.7377
H 1.4248 0.5593 0.6473
H 4.7465 0.9254 -4.1212
H 5.5096 5.5932 -2.6243
H -0.6679 -7.7241 -4.0508
H -1.6808 2.0340 -4.8119
H -1.4971 -5.4138 0.4310
H -0.9138 -8.9046 -2.7994
H -3.8626 -4.0384 0.4603
H 5.8270 -0.3034 -3.3604
H -0.0976 -0.2561 7.8391
H -0.0672 -1.2504 -1.2736
H -2.8836 -2.3436 8.7343
H 0.9413 4.9361 -0.5913
H 4.3172 0.1496 -0.7060
H -5.3513 -0.0280 -3.6058
H -2.9254 -7.8806 -4.9379
H -2.8075 -7.7380 -2.0703
H 1.9320 -4.7139 3.1954
H 0.5799 -3.7823 3.9025
H 5.7408 -1.2160 2.2365
H -5.3692 1.1689 6.6867
H -7.0801 3.7204 4.6824
H 0.7756 0.5676 -3.7999
H 1.5365 -1.7907 -3.1509
H -5.1588 -7.7499 -4.8416
H 4.5960 9.2594 -2.3078
H -5.6373 -1.1189 -1.9079
H -1.0988 4.3296 2.8340
H -0.1167 1.4068 -1.1695
H 2.3080 3.8132 -0.7542
H 0.1659 -0.5384 5.2977
H 5.1117 8.1531 -1.0368
H 0.1864 -4.4909 -1.0089
H -0.0156 -0.3086 1.2130
H 6.9889 -1.9884 -6.4272
H -4.8042 -6.6979 -3.4614
H -1.2821 -3.5007 2.7452
H -2.0119 1.3296 5.7957
H 5.9260 0.1435 -6.3488
H 4.5788 7.3125 -3.7409
H 2.0382 3.4557 2.4364
H -1.4582 2.8055 0.1057
H -4.8266 0.2065 -5.2534
H 3.4892 0.3804 3.3235
H 6.4350 1.0425 -4.1759
H -3.9860 1.6636 -2.1087
H -2.6451 3.7393 -2.6862
H -2.5214 -5.1424 1.8675
H 4.6482 -1.8602 -6.5949
H 1.5017 -3.0639 2.6034
H -7.2532 -9.2696 -2.3844
H 7.4709 9.3354 -5.6443
H -3.6125 -1.3460 -0.8116
H -2.3617 -3.9835 -1.6268